104
Properties=species:S:1:pos:R:3 method="wB97M-V/def2-TZVPD" total_energy_ev=-282669.9002 total_charge=-2 gap_ev=5.54 lumo_energy_ev=3.72 de_lowest_kcal_mol=1.8 e_homo_ev=-1.814
Hf -0.61 1.37 -0.99
Se -2.78 1.26 -2.61
Se -5.04 1.27 -2.25
Te -3.83 5.08 -2.51
Se -1.88 3.50 -2.26
C -1.17 0.84 4.43
C -0.80 1.88 3.37
C -1.30 3.25 3.83
C 0.69 1.89 3.05
C 1.56 2.41 4.01
C 2.93 2.39 3.82
C 3.44 1.82 2.67
C 2.62 1.29 1.68
C 3.27 0.61 0.49
C 3.78 -0.79 0.88
C 4.44 1.41 -0.09
C 1.21 1.34 1.87
N 0.34 0.72 0.91
C 0.35 -0.66 0.98
C -0.13 -1.40 -0.07
N -0.62 -0.75 -1.19
C -0.72 -1.58 -2.36
C 0.46 -1.87 -3.11
C 0.34 -2.52 -4.34
C -0.90 -2.87 -4.83
C -2.03 -2.68 -4.06
C -1.96 -2.10 -2.79
C -3.28 -2.16 -2.00
C -3.32 -1.71 -0.54
C -3.83 -3.60 -2.01
C 1.87 -1.56 -2.62
C 2.50 -2.79 -1.96
C 2.81 -1.09 -3.74
C -0.11 -2.82 0.28
C -0.45 -4.00 -0.33
C -0.20 -5.22 0.35
C 0.39 -5.28 1.59
C 0.77 -4.06 2.24
C 1.42 -3.94 3.49
C 1.76 -2.69 3.96
C 1.47 -1.50 3.24
C 0.81 -1.59 2.04
C 0.49 -2.89 1.57
H -2.22 0.93 4.70
H -0.57 0.98 5.34
H -1.00 -0.18 4.07
H -1.32 1.61 2.46
H -0.99 3.45 4.87
H -2.39 3.29 3.80
H -0.91 4.06 3.21
H 1.15 2.84 4.92
H 3.59 2.80 4.57
H 4.52 1.79 2.53
H 2.52 0.49 -0.28
H 4.44 -0.73 1.76
H 4.36 -1.21 0.06
H 2.97 -1.47 1.12
H 5.31 1.38 0.56
H 4.17 2.45 -0.26
H 4.73 0.99 -1.05
H 1.23 -2.71 -4.92
H -0.99 -3.32 -5.82
H -2.99 -2.98 -4.44
H -4.00 -1.54 -2.54
H -2.71 -2.35 0.10
H -4.36 -1.78 -0.19
H -3.00 -0.69 -0.41
H -3.16 -4.26 -1.44
H -3.94 -4.01 -3.01
H -4.80 -3.61 -1.52
H 1.80 -0.77 -1.88
H 2.51 -3.63 -2.67
H 1.98 -3.10 -1.06
H 3.54 -2.57 -1.70
H 3.21 -1.94 -4.30
H 3.67 -0.56 -3.30
H 2.33 -0.41 -4.43
H -0.87 -4.03 -1.33
H -0.48 -6.15 -0.14
H 0.57 -6.23 2.07
H 1.66 -4.83 4.07
H 2.27 -2.60 4.91
H 1.79 -0.55 3.65
S 1.29 3.16 -1.11
C 1.53 2.67 -2.75
S 0.44 1.50 -3.39
C 2.59 3.17 -3.50
C 2.83 2.74 -4.83
N 3.06 2.40 -5.91
C 3.51 4.12 -2.96
N 4.28 4.87 -2.54
N -5.15 5.20 1.08
C -4.18 4.21 1.01
C -2.82 4.54 1.05
C -1.91 3.53 0.85
N -2.23 2.24 0.65
C -3.54 1.94 0.69
C -4.52 2.87 0.91
H -4.82 6.06 0.67
H -6.00 4.91 0.62
H -2.48 5.56 1.13
H -0.85 3.76 0.85
H -3.81 0.91 0.51
H -5.56 2.56 0.85

88
Properties=species:S:1:pos:R:3 method="wB97M-V/def2-TZVPD" multiplicity=2 total_energy_ev=-55129.8100 total_charge=+1 gap_ev="6.45 / 4.20" lumo_energy_ev="-2.90 / -5.14" e_homo_ev="-9.346 / -9.346"
C 0.84 -1.68 2.12
C -0.59 -1.62 1.45
P -0.65 -2.14 -0.36
C 0.90 -3.01 -0.92
C 0.61 -3.99 -2.15
C -1.14 -0.73 -1.50
O -0.05 0.07 -1.99
C 0.36 -0.38 -3.28
C 1.60 0.40 -3.83
O 1.98 0.03 -5.15
C 2.47 -1.30 -5.25
C 4.00 -1.41 -5.57
C 4.48 -0.55 -6.80
C 5.82 -1.23 -7.32
O 4.85 0.79 -6.43
C 2.86 0.35 -2.89
C 2.68 1.23 -1.58
F 3.90 0.99 -3.60
H 1.39 -0.71 1.98
H 0.72 -1.88 3.22
H 1.48 -2.51 1.74
H -1.01 -0.60 1.64
H -1.25 -2.33 2.00
H 1.21 -3.69 -0.08
H 1.77 -2.34 -1.14
H 1.51 -3.97 -2.82
H -0.27 -3.66 -2.74
H 0.53 -5.04 -1.77
H -1.84 -0.04 -0.96
H -1.73 -1.18 -2.34
H 0.47 -1.49 -3.26
H -0.49 -0.16 -3.99
H 1.30 1.48 -3.89
H 2.26 -1.94 -4.36
H 1.93 -1.78 -6.11
H 4.21 -2.49 -5.80
H 4.60 -1.17 -4.66
H 3.74 -0.47 -7.62
H 5.66 -2.33 -7.42
H 6.59 -1.11 -6.51
H 6.15 -0.83 -8.30
H 5.65 0.71 -5.90
H 3.17 -0.69 -2.66
H 2.25 0.63 -0.75
H 3.66 1.70 -1.33
H 2.02 2.08 -1.88
C -7.29 -2.40 -1.15
O -6.09 -1.70 -1.48
C -5.92 -1.52 -2.79
O -6.65 -1.89 -3.66
O -4.77 -0.86 -2.97
C -4.44 -0.60 -4.33
H -7.33 -2.49 -0.07
H -8.17 -1.84 -1.49
H -7.29 -3.40 -1.58
H -5.21 0.03 -4.80
H -4.33 -1.53 -4.89
H -3.50 -0.06 -4.35
C -0.19 1.96 3.39
C 0.49 2.20 4.77
C 0.62 0.86 5.52
C -0.72 0.35 6.06
C -1.41 1.41 6.91
C -1.57 2.75 6.18
N -0.29 3.22 5.55
O 0.53 3.68 6.56
C -2.68 2.64 5.10
C -2.15 3.79 7.19
C 1.90 2.70 4.40
H 0.55 1.76 2.62
H -0.86 1.11 3.39
H -0.74 2.85 3.06
H 1.31 0.97 6.35
H 1.05 0.11 4.86
H -1.37 0.02 5.25
H -0.54 -0.54 6.67
H -2.39 1.04 7.22
H -0.83 1.55 7.83
H -2.75 3.56 4.51
H -3.65 2.47 5.56
H -2.54 1.81 4.42
H -1.53 3.91 8.08
H -3.14 3.48 7.54
H -2.26 4.77 6.72
H 1.85 3.65 3.86
H 2.41 1.97 3.77
H 2.53 2.84 5.28
Cs -1.25 5.41 5.70

111
Properties=species:S:1:pos:R:3 method="wB97M-V/def2-TZVPD" multiplicity=2 total_energy_ev=-187499.9321 total_charge=-2 gap_ev="4.12 / 5.29" lumo_energy_ev="3.77 / 3.76" de_lowest_kcal_mol=0.0 e_homo_ev="-0.355 / -1.530"
Rb 1.73 0.36 0.04
C -2.00 3.46 0.41
N -1.61 2.16 0.98
C -0.98 2.18 2.08
C -0.48 1.05 2.85
C 0.58 1.22 3.73
C 0.94 -0.06 4.20
C 0.05 -0.94 3.60
N -0.82 -0.29 2.78
C -0.97 4.56 0.57
C -1.14 5.58 1.50
C -0.14 6.53 1.70
C 1.04 6.46 0.98
C 1.22 5.44 0.05
C 0.22 4.50 -0.16
H -2.95 3.77 0.85
H -2.18 3.30 -0.65
H -0.68 3.14 2.53
H 1.04 2.16 3.98
H 1.72 -0.31 4.89
H 0.01 -2.01 3.72
H -2.06 5.64 2.07
H -0.29 7.32 2.43
H 1.83 7.18 1.15
H 2.14 5.37 -0.52
H 0.38 3.70 -0.88
S 4.68 -0.34 -2.84
C 3.64 1.00 -2.33
N 4.00 1.92 -1.44
N 5.30 1.76 -0.97
C 6.05 2.87 -0.71
C 7.42 2.73 -0.43
C 8.19 3.84 -0.11
C 7.63 5.11 -0.06
C 6.28 5.25 -0.35
C 5.49 4.16 -0.67
N 2.43 1.08 -3.00
N 1.36 1.55 -2.38
C 0.39 1.99 -3.24
C -0.97 1.92 -2.84
C -1.98 2.42 -3.64
C -1.69 3.00 -4.87
C -0.36 3.04 -5.30
C 0.66 2.54 -4.51
H 5.76 0.92 -1.32
H 7.87 1.74 -0.47
H 9.25 3.70 0.10
H 8.24 5.98 0.19
H 5.83 6.24 -0.34
H 4.44 4.27 -0.91
H -1.18 1.43 -1.89
H -3.01 2.34 -3.31
H -2.49 3.41 -5.49
H -0.13 3.48 -6.26
H 1.69 2.56 -4.84
C -2.33 -4.60 -0.30
Ge -3.57 -3.13 0.23
C -5.11 -4.16 0.95
C -4.26 -2.55 -1.56
Ge -2.28 -1.38 1.72
C -2.27 -2.80 3.09
C -1.48 -3.94 2.93
C -1.58 -5.00 3.82
C -2.48 -4.94 4.88
C -3.28 -3.81 5.04
C -3.18 -2.75 4.15
C -3.68 -0.03 1.77
C -4.04 0.61 2.95
C -5.07 1.54 2.96
C -5.75 1.84 1.79
C -5.39 1.21 0.60
C -4.37 0.27 0.59
H -2.73 -5.12 -1.18
H -2.20 -5.32 0.51
H -1.34 -4.19 -0.57
H -5.34 -4.98 0.26
H -6.00 -3.53 1.06
H -4.88 -4.59 1.93
H -4.51 -3.43 -2.16
H -3.49 -1.98 -2.09
H -5.15 -1.93 -1.46
H -0.78 -4.00 2.10
H -0.96 -5.87 3.69
H -2.57 -5.77 5.57
H -3.99 -3.76 5.86
H -3.82 -1.88 4.28
H -3.48 0.41 3.86
H -5.34 2.04 3.89
H -6.55 2.58 1.80
H -5.91 1.46 -0.32
H -4.09 -0.21 -0.34
N 2.61 -2.59 0.77
C 2.30 -3.02 -0.27
N 1.87 -3.56 -1.40
C 1.58 -4.99 -1.45
C 2.66 -5.73 -2.23
C 2.83 -5.10 -3.62
C 3.12 -3.60 -3.50
C 2.03 -2.90 -2.71
H 0.62 -5.12 -1.95
H 1.48 -5.37 -0.43
H 2.41 -6.79 -2.30
H 3.61 -5.65 -1.68
H 1.89 -5.24 -4.18
H 3.62 -5.61 -4.17
H 3.20 -3.13 -4.48
H 4.08 -3.44 -3.00
H 1.07 -2.98 -3.22
H 2.27 -1.85 -2.58
N -0.39 -1.56 -0.75
C -1.02 -1.41 0.21

62
Properties=species:S:1:pos:R:3 method="wB97M-V/def2-TZVPD" multiplicity=6 total_energy_ev=-103105.5365 total_charge=+1 gap_ev="8.76 / 5.33" lumo_energy_ev="-3.07 / -6.50" de_lowest_kcal_mol=6.1 e_homo_ev="-11.837 / -11.834"
Co -0.19 0.60 0.08
C -0.77 -3.11 2.02
C -0.89 -2.27 0.92
N -0.11 -1.20 1.08
N 0.50 -1.31 2.29
C 0.11 -2.46 2.86
B 1.41 -0.14 2.71
N 0.51 1.11 2.89
C 0.27 1.84 3.99
C -0.62 2.85 3.67
C -0.90 2.66 2.32
N -0.20 1.61 1.86
N 2.36 0.15 1.51
C 3.67 -0.09 1.39
C 4.09 0.39 0.16
C 2.94 0.90 -0.42
N 1.90 0.75 0.40
N 2.23 -0.32 3.97
C 2.17 -1.16 5.04
C 3.08 -0.74 5.97
C 3.65 0.41 5.39
N 3.14 0.66 4.20
H -1.26 -4.05 2.19
H -1.48 -2.40 0.03
H 0.45 -2.76 3.83
H 0.75 1.61 4.93
H -1.02 3.60 4.31
H -1.56 3.21 1.67
H 4.24 -0.55 2.18
H 5.09 0.37 -0.24
H 2.83 1.40 -1.37
H 1.49 -2.00 5.10
H 3.29 -1.17 6.93
H 4.41 1.06 5.80
C 2.97 0.20 -4.91
Si 1.17 0.25 -5.46
C 0.97 1.21 -7.06
C 0.41 -1.47 -5.58
C 0.28 1.26 -4.08
C -0.38 2.46 -4.36
C -0.88 3.25 -3.34
C -0.70 2.85 -2.01
N -0.11 1.70 -1.72
C 0.34 0.91 -2.72
S 0.90 -0.59 -2.12
H 3.61 -0.19 -5.70
H 3.10 -0.45 -4.03
H 3.34 1.20 -4.65
H 1.48 0.68 -7.86
H 1.42 2.20 -7.00
H -0.07 1.32 -7.35
H 0.91 -2.05 -6.36
H -0.65 -1.41 -5.83
H 0.51 -2.02 -4.65
H -0.51 2.77 -5.38
H -1.40 4.18 -3.55
H -1.06 3.45 -1.19
F -1.76 -0.42 -1.14
B -2.88 0.50 -0.88
F -2.22 1.36 0.11
F -3.92 -0.16 -0.33
F -3.14 1.22 -2.01

85
Properties=species:S:1:pos:R:3 method="wB97M-V/def2-TZVPD" total_energy_ev=-98688.7133 total_charge=+1 gap_ev=7.02 lumo_energy_ev=-3.79 de_lowest_kcal_mol=5.2 e_homo_ev=-10.814
Zr 1.50 0.12 0.54
C -2.03 1.74 -1.14
C -2.10 1.10 0.09
C -1.49 -0.13 0.28
C -0.78 -0.72 -0.78
C -0.69 -0.06 -2.01
C -1.32 1.16 -2.18
H -2.52 2.69 -1.28
H -2.65 1.56 0.91
H -1.60 -0.66 1.22
H -0.40 -1.73 -0.69
H -0.15 -0.52 -2.82
H -1.26 1.67 -3.14
S 3.83 0.01 1.39
C 3.15 0.25 2.98
S 1.44 0.67 2.97
C 3.86 0.12 4.12
C 3.25 0.33 5.39
N 2.75 0.49 6.42
C 5.24 -0.26 4.07
N 6.34 -0.58 4.02
C -0.44 -5.05 4.48
Si -0.30 -3.25 4.98
C -1.65 -2.78 6.17
C 1.39 -2.89 5.67
C -0.54 -2.19 3.42
Te 0.91 -2.65 1.92
C -0.40 -3.97 0.87
Si 0.31 -4.93 -0.59
C -0.93 -6.23 -1.06
C 1.92 -5.72 -0.06
C 0.55 -3.75 -2.03
H -0.34 -5.69 5.36
H 0.35 -5.34 3.78
H -1.41 -5.27 4.02
H -1.57 -3.35 7.10
H -2.64 -2.96 5.76
H -1.58 -1.72 6.44
H 1.57 -3.48 6.57
H 1.50 -1.83 5.94
H 2.18 -3.14 4.96
H -0.43 -1.13 3.65
H -1.51 -2.35 2.95
H -1.28 -3.40 0.59
H -0.71 -4.69 1.64
H -1.10 -6.93 -0.24
H -0.58 -6.81 -1.92
H -1.89 -5.79 -1.33
H 1.74 -6.45 0.73
H 2.65 -5.01 0.33
H 2.39 -6.26 -0.89
H -0.41 -3.41 -2.40
H 1.06 -4.25 -2.85
H 1.14 -2.86 -1.76
C 2.06 10.15 -4.59
C 1.87 8.82 -3.92
O 2.14 7.76 -4.42
S 1.21 8.98 -2.25
C 1.17 7.29 -1.74
C 0.40 6.36 -2.42
C 0.38 5.04 -2.00
C 1.11 4.65 -0.88
C 1.87 5.59 -0.18
C 1.90 6.91 -0.62
C 1.09 3.29 -0.45
C 1.07 2.12 -0.11
H 1.77 10.07 -5.63
H 3.13 10.39 -4.55
H 1.50 10.94 -4.09
H -0.18 6.66 -3.29
H -0.21 4.31 -2.53
H 2.44 5.29 0.69
H 2.50 7.64 -0.10
C 4.03 -2.51 -0.82
C 3.61 -1.34 -1.64
N 2.68 -0.44 -1.36
C 2.64 0.44 -2.44
C 3.56 0.07 -3.35
N 4.15 -1.06 -2.83
H 3.51 -2.52 0.13
H 5.10 -2.47 -0.61
H 3.82 -3.44 -1.36
H 1.98 1.29 -2.44
H 3.84 0.49 -4.30
H 4.89 -1.60 -3.27

Repeat the second record exactly.
88
Properties=species:S:1:pos:R:3 method="wB97M-V/def2-TZVPD" multiplicity=2 total_energy_ev=-55129.8100 total_charge=+1 gap_ev="6.45 / 4.20" lumo_energy_ev="-2.90 / -5.14" e_homo_ev="-9.346 / -9.346"
C 0.84 -1.68 2.12
C -0.59 -1.62 1.45
P -0.65 -2.14 -0.36
C 0.90 -3.01 -0.92
C 0.61 -3.99 -2.15
C -1.14 -0.73 -1.50
O -0.05 0.07 -1.99
C 0.36 -0.38 -3.28
C 1.60 0.40 -3.83
O 1.98 0.03 -5.15
C 2.47 -1.30 -5.25
C 4.00 -1.41 -5.57
C 4.48 -0.55 -6.80
C 5.82 -1.23 -7.32
O 4.85 0.79 -6.43
C 2.86 0.35 -2.89
C 2.68 1.23 -1.58
F 3.90 0.99 -3.60
H 1.39 -0.71 1.98
H 0.72 -1.88 3.22
H 1.48 -2.51 1.74
H -1.01 -0.60 1.64
H -1.25 -2.33 2.00
H 1.21 -3.69 -0.08
H 1.77 -2.34 -1.14
H 1.51 -3.97 -2.82
H -0.27 -3.66 -2.74
H 0.53 -5.04 -1.77
H -1.84 -0.04 -0.96
H -1.73 -1.18 -2.34
H 0.47 -1.49 -3.26
H -0.49 -0.16 -3.99
H 1.30 1.48 -3.89
H 2.26 -1.94 -4.36
H 1.93 -1.78 -6.11
H 4.21 -2.49 -5.80
H 4.60 -1.17 -4.66
H 3.74 -0.47 -7.62
H 5.66 -2.33 -7.42
H 6.59 -1.11 -6.51
H 6.15 -0.83 -8.30
H 5.65 0.71 -5.90
H 3.17 -0.69 -2.66
H 2.25 0.63 -0.75
H 3.66 1.70 -1.33
H 2.02 2.08 -1.88
C -7.29 -2.40 -1.15
O -6.09 -1.70 -1.48
C -5.92 -1.52 -2.79
O -6.65 -1.89 -3.66
O -4.77 -0.86 -2.97
C -4.44 -0.60 -4.33
H -7.33 -2.49 -0.07
H -8.17 -1.84 -1.49
H -7.29 -3.40 -1.58
H -5.21 0.03 -4.80
H -4.33 -1.53 -4.89
H -3.50 -0.06 -4.35
C -0.19 1.96 3.39
C 0.49 2.20 4.77
C 0.62 0.86 5.52
C -0.72 0.35 6.06
C -1.41 1.41 6.91
C -1.57 2.75 6.18
N -0.29 3.22 5.55
O 0.53 3.68 6.56
C -2.68 2.64 5.10
C -2.15 3.79 7.19
C 1.90 2.70 4.40
H 0.55 1.76 2.62
H -0.86 1.11 3.39
H -0.74 2.85 3.06
H 1.31 0.97 6.35
H 1.05 0.11 4.86
H -1.37 0.02 5.25
H -0.54 -0.54 6.67
H -2.39 1.04 7.22
H -0.83 1.55 7.83
H -2.75 3.56 4.51
H -3.65 2.47 5.56
H -2.54 1.81 4.42
H -1.53 3.91 8.08
H -3.14 3.48 7.54
H -2.26 4.77 6.72
H 1.85 3.65 3.86
H 2.41 1.97 3.77
H 2.53 2.84 5.28
Cs -1.25 5.41 5.70